Formula: C50H75Cl22F9I2NO3
Source: the Open Molecules 2025 dataset
Level of theory: ωB97M-V/def2-TZVPD

XYZ file:
```
162
Properties=species:S:1:pos:R:3:forces:R:3
C -0.718 -4.171 -2.976 0.0 -0.5 -0.3
C 0.127 -3.806 -4.211 -0.8 0.2 0.9
C 0.641 -2.378 -4.125 -0.1 -0.7 -0.6
O 1.336 -2.203 -2.886 0.3 -0.4 0.2
O 0.780 -1.092 -2.207 -0.8 0.8 -0.1
C 1.767 -0.263 -1.849 0.5 -0.3 0.0
O 2.915 -0.561 -1.901 1.1 0.1 -0.2
C 1.385 1.097 -1.336 -1.0 1.1 0.5
C 0.900 2.087 -2.220 0.0 -0.4 0.3
C 0.684 1.739 -3.682 -0.5 0.6 -0.1
C -0.787 1.775 -4.212 0.8 -0.5 0.0
C -1.893 1.365 -3.251 -0.1 0.8 -0.5
F -1.580 0.321 -2.468 0.0 -0.3 -0.1
F -2.159 2.408 -2.407 0.0 0.0 0.1
C -3.233 1.129 -4.015 0.7 0.6 0.0
F -4.243 1.070 -3.142 0.0 -0.4 0.1
F -3.422 2.243 -4.766 -0.1 0.1 0.0
C -3.261 -0.065 -5.005 -1.4 -0.4 0.3
F -2.832 0.325 -6.213 0.3 0.1 0.0
F -2.524 -1.107 -4.600 0.4 0.1 0.2
C -4.716 -0.610 -5.199 0.4 -0.7 -1.0
F -4.656 -1.465 -6.235 0.0 0.0 0.1
F -5.554 0.357 -5.536 -0.1 0.2 0.4
F -5.131 -1.297 -4.149 -0.1 0.4 0.2
C 0.655 3.361 -1.700 0.0 -0.3 -0.3
I 0.045 4.875 -3.034 0.3 -0.2 0.3
N 0.819 3.627 -0.360 0.1 -0.3 -0.4
I 0.408 5.559 0.281 0.0 -0.1 0.1
C 1.261 2.684 0.524 0.1 -0.7 -0.3
C 1.418 2.967 2.007 0.0 0.8 0.0
C 0.068 3.234 2.714 0.1 -0.9 -0.4
C 2.557 4.020 2.285 -0.5 -0.1 0.0
C 2.227 5.117 3.297 0.9 0.0 0.3
C 2.199 4.628 4.766 -0.9 0.6 -0.4
C 1.580 1.395 0.021 0.2 -0.3 -0.5
C 2.129 0.299 0.921 -0.4 0.5 0.4
C 1.039 -0.388 1.730 -0.4 -0.3 0.8
C -0.246 -0.632 1.216 0.2 -0.2 0.7
C -1.226 -1.264 1.999 0.4 0.0 -0.1
C -0.948 -1.676 3.306 0.8 0.5 -0.4
C 0.326 -1.419 3.832 -0.1 0.2 -0.9
C 1.326 -0.782 3.063 -0.5 -0.4 0.2
C 2.689 -0.582 3.699 -0.6 0.2 -0.6
H -1.450 -4.937 -3.235 0.0 0.0 0.0
H -1.282 -3.320 -2.592 0.1 0.1 0.1
H -0.093 -4.611 -2.201 0.0 0.3 0.2
H 0.958 -4.497 -4.302 0.0 -0.1 -0.3
H -0.543 -3.874 -5.070 0.4 0.0 -0.3
H -0.192 -1.689 -4.187 0.0 0.3 0.1
H 1.343 -2.225 -4.950 0.1 0.4 0.1
H 1.127 0.784 -3.953 0.1 -0.1 0.3
H 1.218 2.494 -4.263 0.1 -0.1 -0.1
H -0.991 2.769 -4.593 -0.3 0.0 0.1
H -0.810 1.126 -5.089 0.0 -0.1 0.1
H 1.775 2.048 2.442 -0.1 -0.3 0.0
H -0.286 4.253 2.654 0.0 0.1 0.2
H -0.682 2.568 2.277 -0.1 0.1 0.0
H 0.174 2.899 3.743 -0.1 0.3 0.1
H 2.899 4.447 1.338 0.0 0.1 0.1
H 3.411 3.484 2.691 0.2 -0.1 -0.1
H 1.336 5.687 3.046 -0.1 -0.1 0.0
H 3.043 5.841 3.229 0.0 0.0 -0.2
H 2.576 3.615 4.886 0.2 0.1 0.1
H 1.169 4.664 5.126 0.0 -0.3 0.1
H 2.735 5.344 5.384 0.3 -0.3 0.1
H 2.736 -0.411 0.368 -0.1 0.0 -0.2
H 2.814 0.774 1.617 0.2 -0.1 0.0
H -0.484 -0.341 0.197 -0.1 0.0 0.1
H -2.201 -1.464 1.570 0.0 0.0 0.0
H -1.687 -2.187 3.908 -0.1 0.0 0.0
H 0.557 -1.726 4.845 0.0 0.0 0.0
H 2.695 -0.961 4.717 0.1 0.0 0.1
H 3.454 -1.102 3.118 0.1 0.0 0.1
H 2.973 0.477 3.715 -0.2 -0.4 0.1
Cl -6.777 -1.148 2.244 0.1 -0.1 0.0
C -7.498 0.269 1.446 0.0 0.1 0.0
C -8.778 -0.073 0.727 -0.1 0.1 0.0
Cl -8.490 -1.106 -0.698 0.0 0.0 0.0
H -6.758 0.683 0.766 0.0 -0.1 0.0
H -7.701 1.002 2.225 -0.1 0.0 0.0
H -9.252 0.838 0.368 0.0 0.0 0.0
H -9.474 -0.591 1.382 0.0 -0.1 0.0
Cl -2.925 -5.060 3.277 0.1 0.0 0.0
C -4.613 -5.604 3.503 -0.1 -0.2 0.0
C -5.584 -4.456 3.523 -0.1 0.1 0.0
Cl -5.387 -3.455 4.991 0.0 0.0 -0.1
H -4.660 -6.172 4.428 0.1 0.0 0.0
H -4.840 -6.272 2.674 0.0 0.1 0.0
H -6.608 -4.840 3.529 0.5 0.2 0.2
H -5.466 -3.811 2.655 0.1 0.0 0.0
Cl -2.090 4.233 -10.003 0.0 0.0 -0.1
C -1.925 2.538 -9.482 0.0 0.0 0.0
C -1.522 2.446 -8.033 -0.1 -0.1 0.1
Cl 0.147 3.021 -7.755 0.0 0.0 0.1
H -1.201 2.052 -10.131 0.1 0.1 0.0
H -2.893 2.061 -9.627 0.0 0.0 0.1
H -1.552 1.412 -7.703 0.0 0.0 -0.1
H -2.184 3.030 -7.399 0.0 0.0 0.0
Cl 3.566 -5.220 -4.876 0.0 0.0 0.0
C 4.423 -4.577 -3.448 0.1 0.1 0.0
C 4.523 -5.597 -2.344 0.1 0.0 0.0
Cl 2.933 -5.946 -1.615 0.0 0.0 0.0
H 3.899 -3.683 -3.116 -0.1 0.0 0.0
H 5.420 -4.291 -3.779 0.0 -0.1 0.0
H 5.161 -5.215 -1.550 0.0 0.0 0.0
H 4.941 -6.534 -2.703 -0.1 0.0 0.0
Cl 2.754 -5.775 5.190 0.0 0.0 0.0
C 1.066 -6.326 5.366 -0.1 -0.1 0.0
C 0.093 -5.176 5.311 -0.1 0.0 0.0
Cl 0.238 -4.124 6.745 0.0 0.1 0.0
H 0.984 -6.861 6.308 0.1 0.0 0.0
H 0.871 -7.024 4.553 0.0 0.1 -0.1
H -0.927 -5.553 5.295 0.0 0.0 0.0
H 0.244 -4.560 4.428 0.1 0.0 0.0
Cl 7.966 1.924 5.871 0.0 0.0 0.0
C 7.367 0.374 5.218 -0.1 0.1 0.2
C 6.705 0.540 3.878 0.1 -0.2 -0.2
Cl 5.141 1.399 3.969 0.4 0.4 0.1
H 6.699 -0.057 5.964 0.2 0.3 -0.4
H 8.229 -0.282 5.103 0.0 0.0 0.0
H 6.483 -0.439 3.455 0.0 0.0 0.1
H 7.347 1.079 3.185 -0.1 0.1 0.0
Cl 3.083 -0.436 7.765 0.0 0.0 0.0
C 3.978 -1.545 8.842 0.0 -0.1 0.1
C 5.468 -1.361 8.728 0.0 0.0 0.2
Cl 6.085 -1.907 7.148 -0.1 -0.3 0.1
H 3.683 -2.563 8.598 0.0 0.0 -0.1
H 3.659 -1.326 9.860 0.0 0.1 0.0
H 5.974 -1.955 9.488 0.0 -0.1 0.0
H 5.755 -0.320 8.859 0.0 0.0 -0.1
Cl -0.431 8.969 -7.729 0.0 0.0 0.1
C -1.811 7.960 -8.235 0.0 -0.1 -0.1
C -2.959 8.783 -8.760 -0.1 0.0 -0.1
Cl -3.742 9.738 -7.477 0.0 0.0 0.0
H -2.113 7.356 -7.382 0.0 0.1 0.0
H -1.447 7.294 -9.016 0.0 0.0 0.0
H -3.720 8.125 -9.177 0.0 0.0 0.0
H -2.632 9.468 -9.538 0.0 0.0 0.1
Cl 8.264 -6.648 7.344 0.0 0.0 0.0
C 6.579 -7.217 7.456 0.0 0.0 0.1
C 5.589 -6.092 7.310 -0.2 0.0 -0.2
Cl 5.593 -4.966 8.688 0.1 -0.1 0.2
H 6.460 -7.731 8.407 0.0 0.1 0.0
H 6.431 -7.937 6.652 0.0 0.0 0.0
H 4.578 -6.488 7.251 0.0 -0.1 0.0
H 5.780 -5.508 6.413 0.1 0.0 0.0
Cl -8.120 -6.139 2.530 -0.3 -0.3 -0.2
C -9.807 -6.676 2.766 -0.1 -0.1 -0.1
C -10.766 -5.515 2.779 -0.1 0.0 0.0
Cl -10.560 -4.493 4.223 0.0 0.0 0.0
H -9.850 -7.243 3.692 0.1 0.1 0.0
H -10.048 -7.345 1.941 0.0 0.1 0.0
H -11.789 -5.887 2.793 0.0 0.0 0.0
H -10.639 -4.885 1.901 0.1 0.0 0.0
Cl 2.140 11.328 -6.403 0.0 0.0 0.0
C 2.361 11.727 -8.127 -0.1 0.0 -0.1
C 3.796 11.588 -8.564 0.0 0.0 -0.1
Cl 4.846 12.829 -7.834 0.0 0.0 0.0
H 1.992 12.736 -8.286 0.0 0.0 0.1
H 1.737 11.037 -8.694 0.0 0.0 0.0
H 3.863 11.710 -9.644 0.0 0.0 0.0
H 4.198 10.612 -8.301 0.0 0.0 0.1
```
Forces are in eV/Å.

Values from the calculation:
E_LUMO   -4.31 eV
Net charge   +1
Highest occupied orbital energy   -0.3992 Eh